No. 1
The following is a quantum chemistry calculation of a molecular structure, C20H32Cl2N3O3Tm in a non-equilibrium geometry, from the OMol25 dataset.

Geometry (Å):
O 0.486 -0.515 -1.178
C 1.822 -0.433 -1.205
C 2.463 -1.829 -1.219
C 1.857 -2.886 -0.546
H 0.965 -2.681 0.057
C 2.377 -4.181 -0.629
H 1.836 -4.991 -0.144
C 3.574 -4.396 -1.317
H 3.991 -5.401 -1.379
C 4.228 -3.324 -1.932
H 5.177 -3.481 -2.453
C 3.666 -2.042 -1.900
H 4.154 -1.193 -2.389
H 2.167 0.081 -2.126
C 2.379 1.996 -0.227
C 2.317 0.513 0.038
H 3.416 2.356 -0.113
H 1.790 2.555 0.526
H 2.001 2.241 -1.231
C 2.960 -0.062 1.072
C 3.838 0.643 2.062
H 2.824 -1.131 1.257
H 4.902 0.371 1.947
H 3.542 0.343 3.077
H 3.779 1.741 2.007
Tm -0.329 0.431 0.997
Cl -0.358 -1.956 1.909
Cl 0.743 1.729 2.853
H -2.160 -3.874 -2.738
H -3.667 -3.745 -0.695
C -1.427 -3.357 -2.103
C -2.987 -3.053 -0.187
N -2.114 -2.456 -1.189
H -0.746 -2.760 -2.720
C -1.894 -1.146 -1.254
O -2.130 -0.343 -0.320
H -3.546 -2.270 0.326
H -1.483 -0.812 -2.225
H -0.851 -4.106 -1.542
H -2.391 -3.616 0.538
H -2.104 5.277 -1.213
H -2.445 4.101 -3.595
C -1.095 4.864 -1.302
C -1.453 3.658 -3.441
N -1.132 3.597 -2.023
H -0.663 4.729 -0.313
C -1.020 2.429 -1.407
O -0.770 2.313 -0.183
H -1.443 2.639 -3.846
H -1.143 1.541 -2.060
H -0.503 5.565 -1.890
H -0.713 4.273 -3.965
C -4.358 0.925 5.224
C -3.317 1.882 4.609
C -2.683 1.331 3.420
N -2.125 0.920 2.490
H -5.164 0.752 4.499
H -4.803 1.334 6.137
H -3.896 -0.041 5.472
H -3.810 2.829 4.340
H -2.530 2.120 5.344

Force components x, y, z for each atom (eV/Å):
O -2.24 0.85 1.03
C 0.96 0.57 1.44
C 0.54 0.48 0.07
C -0.26 -0.25 -0.04
H 0.32 -0.17 -0.47
C 0.17 0.60 -0.09
H 0.25 0.02 -0.03
C -0.10 -0.03 -0.03
H -0.04 0.24 0.00
C -0.02 0.22 -0.09
H -0.33 -0.03 0.16
C -0.17 -0.38 0.22
H -0.09 -0.34 0.09
H 0.31 0.11 0.19
C 0.07 0.35 0.27
C 1.24 -1.63 -1.52
H -0.36 -0.03 -0.29
H 0.22 -0.13 -0.38
H 0.18 -0.05 0.25
C -0.35 0.35 0.02
C -0.21 0.34 0.57
H 0.32 0.12 -0.40
H -0.40 -0.15 -0.17
H 0.14 0.17 -0.15
H -0.10 -0.45 0.00
Tm 0.68 -1.72 -1.56
Cl -0.11 0.09 0.35
Cl 0.16 0.37 0.41
H 0.21 0.04 0.08
H 0.01 0.13 0.03
C -0.32 0.13 -0.31
C 0.44 -0.14 0.18
N -0.26 0.18 -0.03
H -0.06 -0.28 0.16
C 0.24 0.07 0.30
O -0.36 -0.21 -0.72
H 0.14 -0.10 -0.06
H -0.01 -0.10 0.57
H -0.09 0.33 -0.09
H -0.13 0.15 0.02
H 0.02 -0.09 0.05
H 0.17 -0.10 0.05
C 0.03 0.01 -0.18
C -0.03 -0.13 -0.03
N -0.24 0.02 0.00
H 0.00 -0.07 -0.11
C 0.29 -0.43 0.79
O -0.46 0.49 -1.23
H 0.00 0.35 0.01
H 0.17 0.32 0.39
H 0.09 0.02 0.14
H -0.11 -0.17 0.07
C -0.01 -0.31 -0.26
C -0.38 0.23 0.64
C 1.03 -0.60 -1.57
N -1.55 0.82 1.73
H 0.19 -0.05 0.25
H 0.22 0.07 -0.23
H -0.16 0.28 -0.09
H 0.29 -0.26 -0.03
H -0.14 -0.09 -0.38

Output
**Spin multiplicity**: 3
**Frontier orbital gap (spin up / spin down)**: 0.29015 / 0.29010 Ha
**<S²>**: 2.002
**Relative energy (zero: lowest compared OMol25 entry of this formula, charge and spin)**: 0.0 kcal/mol



No. 2
The following is a quantum chemistry calculation of a molecular structure, C22H39CrN7OSSe2, from the OMol25 dataset.

Geometry (Å):
Cr -1.062 0.827 0.425
C -4.062 5.312 1.368
N -3.833 3.868 1.521
C -4.752 3.107 2.374
C -2.885 3.221 0.850
N -2.667 1.924 0.951
N -2.138 3.985 -0.035
C -1.029 3.617 -0.761
N -0.566 4.555 -1.592
N -0.484 2.439 -0.628
H -4.750 5.629 2.144
H -4.513 5.545 0.400
H -3.136 5.868 1.515
H -5.435 3.801 2.851
H -4.206 2.581 3.159
H -5.339 2.403 1.781
H -3.298 1.498 1.619
H -2.457 4.932 -0.168
H -0.987 5.466 -1.678
H 0.265 4.395 -2.137
H 0.327 2.321 -1.225
C 1.995 1.357 2.611
Se 0.090 1.741 2.576
C -0.470 0.421 3.905
C -0.561 -0.981 3.341
Se -1.951 -1.010 1.979
C -1.597 -2.734 1.170
H 2.369 1.751 3.554
H 2.460 1.880 1.780
H 2.178 0.289 2.535
H -1.423 0.770 4.304
H 0.262 0.484 4.713
H -0.845 -1.695 4.116
H 0.378 -1.306 2.893
H -1.540 -3.458 1.981
H -0.673 -2.697 0.601
H -2.444 -2.955 0.531
O 0.388 -0.278 -0.267
S 1.930 -0.466 -0.369
C 2.284 -0.641 -2.140
C 1.301 -1.476 -2.897
C 1.498 -2.843 -3.060
C 0.573 -3.604 -3.763
C -0.545 -3.004 -4.321
C -0.730 -1.631 -4.196
C 0.190 -0.875 -3.486
C 2.188 -2.141 0.213
C 3.650 -2.506 0.111
C 3.992 -3.751 -0.409
C 5.325 -4.122 -0.508
C 6.321 -3.246 -0.100
C 5.984 -2.007 0.426
C 4.651 -1.639 0.541
H 3.299 -1.045 -2.144
H 2.340 0.383 -2.512
H 2.391 -3.310 -2.664
H 0.741 -4.663 -3.899
H -1.250 -3.595 -4.888
H -1.564 -1.154 -4.694
H 0.089 0.207 -3.447
H 1.556 -2.787 -0.403
H 1.807 -2.145 1.238
H 3.218 -4.441 -0.723
H 5.584 -5.095 -0.900
H 7.359 -3.534 -0.183
H 6.759 -1.330 0.759
H 4.410 -0.679 0.985
N -3.354 -0.644 -0.806
N -2.117 -0.001 -1.178
H -3.741 -1.119 -1.620
H -4.008 0.088 -0.544
H -2.255 0.663 -1.941
H -1.484 -0.717 -1.537

Force components x, y, z for each atom (eV/Å):
Cr -0.02 0.13 0.09
C 0.04 -0.05 0.01
N 0.01 -0.01 -0.04
C 0.05 -0.01 -0.03
C -0.13 0.00 -0.14
N -0.02 0.10 0.18
N 0.04 0.05 0.07
C -0.04 0.07 0.05
N 0.01 -0.02 0.03
N 0.03 0.00 -0.14
H 0.01 0.03 -0.04
H 0.00 0.03 0.00
H -0.01 0.04 0.00
H 0.00 -0.03 0.00
H -0.03 0.00 0.01
H 0.00 -0.02 0.03
H 0.00 0.01 -0.04
H 0.02 -0.02 0.02
H 0.00 0.00 0.00
H -0.01 0.01 0.00
H -0.02 0.02 0.02
C -0.04 0.05 0.01
Se -0.02 0.08 -0.03
C 0.08 0.02 0.14
C 0.05 -0.02 0.06
Se -0.15 -0.06 -0.05
C 0.04 -0.01 0.06
H 0.05 -0.04 -0.04
H 0.00 0.01 0.01
H 0.00 -0.04 0.02
H 0.01 -0.03 -0.02
H -0.05 -0.03 -0.03
H 0.01 0.03 -0.01
H -0.03 0.01 0.02
H 0.00 -0.02 -0.06
H 0.00 0.00 0.01
H -0.02 -0.01 -0.02
O 0.30 -0.27 -0.18
S -0.05 0.27 0.12
C 0.00 0.01 -0.08
C -0.01 0.03 0.00
C -0.05 -0.03 0.04
C 0.02 -0.01 0.01
C -0.02 0.04 -0.01
C 0.01 -0.06 0.00
C 0.01 0.11 0.01
C 0.06 -0.12 -0.05
C -0.12 -0.06 0.03
C 0.05 0.07 -0.05
C -0.02 0.02 0.02
C 0.00 0.00 0.00
C -0.03 -0.02 0.00
C 0.05 -0.03 0.03
H 0.03 -0.04 -0.02
H -0.03 -0.01 0.01
H 0.03 -0.02 0.00
H 0.01 -0.03 0.00
H -0.01 -0.01 -0.01
H -0.02 0.03 0.00
H -0.03 -0.02 0.02
H 0.03 -0.01 0.06
H 0.03 0.03 0.02
H -0.04 -0.03 -0.01
H 0.01 -0.02 -0.01
H 0.02 0.00 0.00
H 0.03 0.01 0.01
H -0.04 0.03 -0.01
N 0.07 0.03 -0.09
N -0.18 -0.02 -0.10
H -0.02 0.03 0.07
H 0.02 -0.05 0.00
H 0.05 -0.04 0.03
H -0.03 -0.05 -0.04

Output
**Charge**: +3
**Spin multiplicity**: 4
**Frontier orbital gap (spin up / spin down)**: 0.27542 / 0.27438 Ha
**<S²>**: 3.791
**Relative energy (zero: lowest compared OMol25 entry of this formula, charge and spin)**: 0.9 kcal/mol



No. 3
The following is a quantum chemistry calculation of a molecular structure, C20H16BrIN2O6Zr in a non-equilibrium geometry, from the OMol25 dataset.

Geometry (Å):
Zr -0.511 -1.172 0.520
N -1.766 -2.060 2.588
C -0.928 -2.627 3.668
C 0.222 -1.691 4.036
C 1.336 -1.725 2.991
O 2.486 -1.898 3.308
O 0.917 -1.591 1.752
H -2.322 -1.302 2.970
H -2.429 -2.757 2.272
H -0.532 -3.581 3.315
H -1.522 -2.826 4.564
H 0.660 -1.973 4.990
H -0.152 -0.668 4.108
O -0.797 0.537 1.879
C -1.182 1.712 1.714
C -1.807 2.224 0.552
C -2.250 3.556 0.518
C -2.875 4.032 -0.597
C -3.082 3.205 -1.724
C -2.654 1.913 -1.721
C -1.997 1.369 -0.584
O -1.589 0.160 -0.584
N -3.342 5.412 -0.625
O -3.896 5.801 -1.637
O -3.144 6.099 0.361
H -1.039 2.416 2.543
H -2.106 4.212 1.367
H -3.584 3.632 -2.581
H -2.796 1.260 -2.571
I 0.763 -3.887 -0.335
C 2.076 -2.806 -1.625
C 2.951 -3.572 -2.340
C 3.872 -2.950 -3.200
C 3.898 -1.589 -3.289
C 3.003 -0.792 -2.540
C 3.081 0.618 -2.610
C 2.255 1.392 -1.854
C 1.280 0.785 -1.037
C 1.105 -0.582 -0.947
C 2.025 -1.391 -1.686
H 2.938 -4.649 -2.244
H 4.560 -3.562 -3.768
H 4.615 -1.093 -3.932
H 3.818 1.065 -3.266
H 2.331 2.472 -1.885
H 0.655 1.463 -0.459
Br -2.546 -2.592 -0.373

Force components x, y, z for each atom (eV/Å):
Zr -1.29 -0.66 -0.80
N 0.32 -0.07 0.26
C 0.05 0.16 0.09
C 0.07 -0.09 -0.34
C 0.17 -0.09 0.85
O -0.07 0.07 -0.26
O 1.02 0.01 1.28
H -0.01 0.11 -0.02
H -0.06 -0.03 -0.17
H -0.01 -0.02 0.01
H -0.04 -0.06 -0.04
H -0.01 0.00 0.02
H 0.00 0.02 0.06
O 0.16 0.31 0.17
C -0.15 0.16 0.00
C 0.03 -0.37 -0.33
C -0.05 0.27 0.07
C 0.10 -0.40 0.01
C -0.03 0.21 0.08
C 0.06 -0.19 0.01
C -0.15 0.45 0.07
O -0.32 0.94 -0.33
N -0.03 0.38 0.00
O 0.06 -0.11 0.12
O -0.03 -0.14 -0.11
H 0.00 -0.09 0.06
H 0.01 -0.02 0.01
H 0.00 -0.04 -0.03
H -0.01 0.03 -0.01
I 0.41 0.19 -0.67
C -0.16 -0.47 0.25
C -0.12 0.01 0.09
C 0.05 0.05 -0.05
C 0.04 -0.06 -0.05
C -0.15 -0.10 0.13
C -0.01 0.12 0.00
C 0.09 0.02 -0.03
C -0.08 -0.21 0.04
C 0.33 -0.10 -0.21
C 0.15 0.15 -0.07
H 0.03 0.00 -0.01
H 0.01 0.03 -0.02
H 0.00 -0.01 0.00
H 0.00 0.00 0.01
H 0.02 0.00 -0.01
H -0.08 -0.02 -0.06
Br -0.32 -0.35 -0.05

Output
**Frontier orbital gap**: 0.24980 Ha



Calculated E in order - -86451.994 -205853.074 -115690.598 eV